Density functional theory data (wB97M-V/def2-TZVPD) for C20H22O4 in the gas phase.

Each atom is followed by the atoms it is bonded to, with distances in Å.
Positions of all 46 atoms, in Å:
1 C 8.298 0.204 -0.291  H2 1.089, O3 1.406, H45 1.095, H46 1.095
2 H 9.296 -0.202 -0.133  C1 1.089
3 O 7.409 -0.828 0.054  C1 1.406, C4 1.364
4 C 6.069 -0.594 -0.047  O3 1.364, C5 1.395, C9 1.390
5 C 5.236 -1.654 0.313  C4 1.395, C6 1.378, H44 1.079
6 C 3.866 -1.520 0.249  C5 1.378, C7 1.391, H43 1.080
7 C 3.284 -0.331 -0.179  C6 1.391, C8 1.386, C12 1.501
8 C 4.117 0.718 -0.533  C7 1.386, C9 1.385, H11 1.081
9 C 5.496 0.599 -0.473  C4 1.390, C8 1.385, H10 1.079
10 H 6.108 1.439 -0.762  C9 1.079
11 H 3.686 1.651 -0.868  C8 1.081
12 C 1.791 -0.173 -0.209  C7 1.501, H13 1.091, H14 1.091, C15 1.541
13 H 1.311 -1.136 -0.391  C12 1.091
14 H 1.496 0.512 -1.005  C12 1.091
15 C 1.290 0.385 1.137  C12 1.541, C16 1.505, H41 1.090, H42 1.090
16 C -0.208 0.511 1.067  C15 1.505, O17 1.205, O18 1.337
17 O -1.000 -0.315 1.446  C16 1.205
18 O -0.572 1.660 0.490  C16 1.337, C19 1.429
19 C -1.974 1.792 0.248  O18 1.429, C20 1.523, C24 1.539, H40 1.096
20 C -2.190 3.092 -0.516  C19 1.523, H21 1.086, H22 1.087, H23 1.087
21 H -3.247 3.238 -0.720  C20 1.086
22 H -1.649 3.046 -1.458  C20 1.087
23 H -1.814 3.929 0.065  C20 1.087
24 C -2.431 0.594 -0.603  C19 1.539, O25 1.210, C26 1.474
25 O -1.682 0.132 -1.433  C24 1.210
26 C -3.786 0.062 -0.369  C24 1.474, C27 1.396, C31 1.394
27 C -4.068 -1.212 -0.866  C26 1.396, C28 1.378, H39 1.079
28 C -5.306 -1.786 -0.674  C27 1.378, C29 1.391, H38 1.080
29 C -6.308 -1.102 0.007  C28 1.391, C30 1.391, C34 1.496
30 C -6.032 0.174 0.487  C29 1.391, C31 1.381, H33 1.081
31 C -4.790 0.752 0.311  C26 1.394, C30 1.381, H32 1.079
32 H -4.618 1.747 0.690  C31 1.079
33 H -6.803 0.722 1.010  C30 1.081
34 C -7.645 -1.732 0.237  C29 1.496, H35 1.087, H36 1.087, H37 1.091
35 H -7.894 -2.421 -0.566  C34 1.087
36 H -8.425 -0.978 0.314  C34 1.087
37 H -7.629 -2.296 1.171  C34 1.091
38 H -5.504 -2.777 -1.056  C28 1.080
39 H -3.288 -1.739 -1.393  C27 1.079
40 H -2.490 1.793 1.215  C19 1.096
41 H 1.556 -0.299 1.943  C15 1.090
42 H 1.734 1.364 1.316  C15 1.090
43 H 3.236 -2.350 0.530  C6 1.080
44 H 5.693 -2.575 0.640  C5 1.079
45 H 8.161 1.084 0.346  C1 1.095
46 H 8.190 0.495 -1.341  C1 1.095

The structure (SMILES) is COc1ccc(CCC(=O)O[C@@H](C)C(=O)c2ccc(C)cc2)cc1. The value obtained for the HOMO energy is -8.28 eV. Its LUMO energy is 0.391 eV. For the energy above the lowest of the compared OMol25 structures with the same formula, charge and spin, the calculation gives 0.916 eV. The total energy is -1076.29195 a.u. The calculation puts the HOMO-LUMO gap at 8.674 eV.

Here are the natural (NBO) charges for atoms 1 to 4, given in e:
1. C -0.251
2. H 0.200
3. O -0.493
4. C 0.295